Below is a structure of composition CCl2F2, with properties calculated with ωB97M-V with the def2-TZVPD basis set.

Positions of all 5 atoms, in Å:
C (-0.255, -0.233, -0.059)
F (-0.347, -1.384, -0.755)
F (-1.124, -0.279, 0.851)
Cl (-0.397, 0.976, -0.963)
Cl (1.266, -0.013, 0.933)

For the HOMO energy, the calculation gives -11.39 eV. The relative energy (zero: lowest compared OMol25 entry of this formula, charge and spin) is 1.2533 eV.

***

Below is a structure of composition C15H16Cl2F3MnN3O5PS, with properties calculated with ωB97M-V with the def2-TZVPD basis set.

Positions of all 47 atoms, in Å:
Mn (-0.191, -0.276, 0.959)
Cl (-2.051, -1.873, 1.383)
C (-2.250, -1.999, -0.392)
Cl (-1.510, -0.559, -1.129)
H (-3.312, -2.008, -0.616)
H (-1.733, -2.891, -0.731)
F (2.078, 3.083, -2.242)
C (2.194, 2.508, -1.056)
F (3.252, 1.693, -1.071)
F (2.432, 3.468, -0.139)
C (0.898, 1.751, -0.653)
O (-0.150, 1.967, -1.218)
O (1.126, 0.939, 0.314)
N (2.467, -5.598, -1.449)
C (2.329, -4.666, -0.787)
N (2.234, -3.621, -0.008)
C (1.486, -2.674, 0.194)
N (0.840, -1.732, 0.519)
O (7.273, -1.357, 3.028)
C (6.510, -0.749, 3.945)
O (6.975, -0.276, 4.939)
C (5.037, -0.638, 3.653)
C (4.177, -0.580, 4.755)
C (2.827, -0.449, 4.560)
C (2.301, -0.353, 3.245)
S (0.617, -0.183, 3.127)
C (3.182, -0.387, 2.139)
C (4.533, -0.532, 2.354)
H (6.747, -1.780, 2.337)
H (4.600, -0.638, 5.748)
H (2.148, -0.420, 5.400)
H (2.791, -0.272, 1.139)
H (5.200, -0.530, 1.503)
C (-2.754, 3.284, 0.636)
P (-1.699, 2.522, 1.856)
C (-2.527, 2.524, 3.444)
C (-0.213, 3.506, 2.013)
O (-1.426, 1.074, 1.440)
H (-2.948, 4.324, 0.895)
H (-3.700, 2.745, 0.577)
H (-2.247, 3.234, -0.328)
H (-2.827, 3.537, 3.708)
H (-1.852, 2.140, 4.209)
H (-3.411, 1.889, 3.396)
H (-0.442, 4.423, 2.555)
H (0.174, 3.765, 1.030)
H (0.548, 2.949, 2.562)

For the HOMO energy (alpha / beta), the calculation gives -12.14 / -12.20 eV. As for the total charge: +1. Its multiplicity is 4.

***

Below is a structure of composition C43H47AsMnN2O6SSe, with properties calculated with ωB97M-V with the def2-TZVPD basis set.

Positions of all 102 atoms, in Å:
Mn (-0.177, 0.435, 0.113)
C (3.854, 1.019, -1.135)
C (2.802, 0.863, -0.054)
C (3.430, 0.309, 1.225)
O (1.781, -0.042, -0.543)
C (2.133, 2.215, 0.318)
O (2.866, 3.208, 0.387)
O (0.891, 2.175, 0.579)
H (4.365, 0.065, -1.291)
H (4.575, 1.776, -0.829)
H (3.397, 1.334, -2.074)
H (3.958, -0.626, 1.026)
H (2.652, 0.125, 1.966)
H (4.138, 1.042, 1.615)
H (2.073, -0.971, -0.407)
O (0.284, -0.434, 1.923)
As (-0.354, -0.211, 3.418)
C (0.374, -1.622, 4.502)
C (0.130, -1.724, 5.867)
C (0.683, -2.772, 6.586)
C (1.477, -3.713, 5.939)
C (1.717, -3.609, 4.576)
C (1.164, -2.561, 3.852)
C (0.165, 1.431, 4.279)
C (1.328, 1.469, 5.041)
C (1.770, 2.675, 5.566)
C (1.055, 3.838, 5.323)
C (-0.100, 3.802, 4.554)
C (-0.547, 2.601, 4.025)
C (-2.265, -0.317, 3.458)
C (-2.877, -0.991, 2.406)
C (-4.262, -1.071, 2.380)
C (-5.018, -0.494, 3.393)
C (-4.397, 0.178, 4.439)
C (-3.012, 0.272, 4.472)
H (-0.487, -0.986, 6.369)
H (0.497, -2.856, 7.650)
H (1.913, -4.529, 6.503)
H (2.339, -4.337, 4.072)
H (1.339, -2.449, 2.787)
H (1.896, 0.562, 5.210)
H (2.682, 2.707, 6.147)
H (1.409, 4.782, 5.719)
H (-0.643, 4.715, 4.345)
H (-1.432, 2.570, 3.401)
H (-2.297, -1.384, 1.566)
H (-4.736, -1.570, 1.544)
H (-6.100, -0.556, 3.363)
H (-4.989, 0.641, 5.219)
H (-2.522, 0.819, 5.270)
O (-1.636, 1.542, 1.159)
C (-2.687, 2.096, 0.907)
C (-3.544, 1.798, -0.282)
C (-3.660, 3.091, -1.118)
C (-2.392, 3.976, -1.112)
C (-2.275, 4.960, 0.065)
C (-2.025, 4.303, 1.423)
N (-3.022, 3.234, 1.659)
H (-4.532, 1.464, 0.055)
H (-3.073, 0.967, -0.831)
H (-4.518, 3.693, -0.788)
H (-3.887, 2.793, -2.144)
H (-2.388, 4.570, -2.031)
H (-1.507, 3.336, -1.155)
H (-3.196, 5.558, 0.118)
H (-1.456, 5.657, -0.133)
H (-2.080, 5.039, 2.228)
H (-1.036, 3.838, 1.447)
H (-3.944, 3.562, 1.397)
Se (-1.593, -1.385, -0.899)
C (2.651, -3.015, -0.193)
C (3.985, -3.154, 0.079)
C (4.503, -3.294, 1.426)
C (5.831, -3.449, 1.690)
C (6.799, -3.472, 0.659)
C (6.329, -3.303, -0.668)
C (5.006, -3.149, -0.950)
C (8.172, -3.655, 0.937)
N (9.299, -3.807, 1.168)
H (1.903, -3.092, 0.588)
H (2.290, -2.984, -1.215)
H (3.794, -3.266, 2.247)
H (6.165, -3.555, 2.717)
H (7.054, -3.300, -1.476)
H (4.687, -3.024, -1.979)
C (0.770, 1.250, -3.947)
S (-0.170, 0.227, -2.733)
O (-0.474, 1.341, -1.727)
C (-1.599, 0.070, -3.791)
C (-1.829, -1.146, -4.415)
C (-2.903, -1.272, -5.281)
C (-3.753, -0.193, -5.507)
C (-3.515, 1.019, -4.871)
C (-2.430, 1.155, -4.018)
H (0.164, 2.068, -4.336)
H (1.108, 0.600, -4.756)
H (1.620, 1.647, -3.396)
H (-1.200, -1.994, -4.171)
H (-3.100, -2.224, -5.759)
H (-4.604, -0.301, -6.170)
H (-4.180, 1.860, -5.041)
H (-2.219, 2.087, -3.503)

For the HOMO energy (alpha / beta), the calculation gives -0.48 / -0.39 eV. As for the total charge: -2. Its multiplicity is 2.